No. 1
{
  "formula": "C37H38AsIIrN2O9P2",
  "method": "the ωB97M-V functional and the def2-TZVPD basis",
  "spin_multiplicity": 6,
  "de_lowest_kcal_mol": 27.3,
  "s_squared": 8.794,
  "orbital_gap_ev": [5.41, 3.95],
  "total_energy_ev": -150725.6077,
  "total_charge": 2,
  "elements": ["Ir", "C", "C", "As", "C", "C", "C", "C", "C", "C", "C", "C", "C", "C", "C", "C", "P", "C", "C", "C", "C", "C", "C", "C", "C", "C", "C", "C", "C", "H", "H", "H", "H", "H", "H", "H", "H", "H", "H", "H", "H", "H", "H", "H", "H", "H", "H", "H", "H", "H", "H", "H", "H", "C", "O", "P", "O", "C", "O", "C", "H", "H", "H", "H", "H", "H", "H", "H", "H", "O", "C", "O", "C", "C", "C", "C", "C", "C", "N", "O", "O", "N", "O", "O", "H", "H", "H", "I", "C", "H", "H"],
  "coordinates": [[0.7220, -1.0081, -0.4762], [-0.2214, -0.6190, -3.9627], [-0.8016, 0.2201, -5.0958], [-0.3410, -0.6398, -6.8351], [1.5869, -0.3214, -6.6524], [2.3969, -1.4018, -6.3065], [3.7707, -1.2428, -6.1547], [4.3517, 0.0001, -6.3703], [3.5541, 1.0800, -6.7317], [2.1790, 0.9241, -6.8601], [-0.7737, 0.8549, -8.0011], [-1.6937, 1.8382, -7.6554], [-2.0162, 2.8461, -8.5581], [-1.4244, 2.8737, -9.8105], [-0.5111, 1.8890, -10.1640], [-0.1925, 0.8806, -9.2665], [-0.1915, 0.2009, -2.3438], [-1.8540, 0.6893, -1.8687], [-2.0643, 1.4644, -0.7243], [-3.3519, 1.7201, -0.2821], [-4.4394, 1.1805, -0.9574], [-4.2365, 0.3726, -2.0674], [-2.9499, 0.1215, -2.5209], [0.8200, 1.6964, -2.6621], [2.1336, 1.5066, -3.1694], [2.9570, 2.5970, -3.5132], [2.5409, 3.8788, -3.3112], [1.2608, 4.1137, -2.6837], [0.3707, 2.9732, -2.4818], [0.8281, -0.8672, -4.1568], [-0.7239, -1.5818, -3.8441], [-0.4012, 1.2365, -5.0906], [-1.8851, 0.2854, -5.0180], [1.9569, -2.3870, -6.1880], [4.3923, -2.0960, -5.9094], [5.4261, 0.1181, -6.2923], [4.0090, 2.0418, -6.9444], [1.5701, 1.7654, -7.1701], [-2.1769, 1.8341, -6.6849], [-2.7382, 3.6044, -8.2823], [-1.6776, 3.6562, -10.5143], [-0.0520, 1.9002, -11.1442], [0.5186, 0.1161, -9.5586], [-1.2295, 1.8332, -0.1415], [-3.5059, 2.3278, 0.6001], [-5.4453, 1.3767, -0.6081], [-5.0815, -0.0619, -2.5855], [-2.8141, -0.5093, -3.3908], [2.5159, 0.5023, -3.3413], [3.9108, 2.3962, -3.9807], [3.1453, 4.7241, -3.6112], [0.7847, 5.0588, -2.8957], [-0.6360, 3.1827, -2.1551], [-1.9937, -3.6040, -1.1252], [-1.4111, -3.5789, 0.1992], [0.0822, -3.1124, 0.4204], [0.2398, -3.1611, 1.9735], [-0.7396, -2.6225, 2.9156], [1.0437, -4.2174, -0.1256], [1.0119, -5.5900, 0.3723], [-2.8060, -4.3198, -1.0912], [-1.2605, -3.9222, -1.8681], [-2.3808, -2.6151, -1.3647], [-0.3736, -2.8914, 3.8981], [-1.7079, -3.0771, 2.7294], [-0.7743, -1.5421, 2.8208], [1.5128, -6.1895, -0.3781], [-0.0156, -5.9225, 0.4978], [1.5446, -5.6323, 1.3174], [1.5081, -0.1267, 3.1709], [1.4783, 0.4716, 2.1340], [0.6307, 0.2182, 1.1363], [2.4186, 1.6133, 1.8443], [3.5693, 1.7724, 2.6108], [4.4281, 2.8211, 2.3282], [4.1903, 3.7333, 1.3238], [3.0223, 3.5480, 0.6028], [2.1273, 2.5156, 0.8391], [2.7509, 4.4469, -0.5031], [3.6238, 5.0975, -1.0158], [1.5404, 4.4588, -0.9265], [5.6690, 2.9789, 3.1324], [6.3622, 3.9384, 2.8770], [5.8885, 2.1309, 3.9630], [3.7911, 1.0853, 3.4178], [4.8865, 4.5379, 1.1322], [1.2305, 2.4058, 0.2491], [3.1115, -2.1680, -2.2201], [2.9301, -1.0403, -0.4395], [3.4161, -0.0824, -0.5932], [3.3735, -1.6028, 0.3754]]
}


No. 2
{
  "formula": "C37H38BrFN6O4SSiTb",
  "method": "the ωB97M-V functional and the def2-TZVPD basis",
  "spin_multiplicity": 7,
  "de_lowest_kcal_mol": 38.3,
  "s_squared": 12.616,
  "orbital_gap_ev": [4.87, 5.00],
  "total_energy_ev": -170025.2029,
  "total_charge": -1,
  "elements": ["Tb", "O", "N", "O", "C", "C", "C", "C", "C", "C", "N", "C", "C", "N", "C", "C", "C", "C", "H", "H", "H", "H", "H", "H", "H", "C", "H", "H", "H", "F", "C", "C", "C", "C", "C", "C", "H", "H", "H", "H", "C", "Si", "C", "C", "N", "C", "C", "C", "C", "C", "C", "H", "H", "H", "H", "H", "H", "H", "H", "H", "H", "H", "H", "H", "H", "Br", "C", "C", "C", "C", "C", "C", "C", "O", "O", "H", "H", "H", "H", "C", "N", "C", "N", "S", "H", "H", "H", "H", "H", "H"],
  "coordinates": [[-0.6370, -0.1880, 0.0982], [7.5363, 0.5696, -0.8015], [6.5287, 0.8030, -1.4227], [6.5226, 1.2414, -2.5458], [5.2182, 0.5639, -0.7594], [5.2576, 0.4578, 0.5702], [4.0630, 0.2832, 1.3342], [4.0729, 0.1337, 2.7300], [2.8885, -0.0445, 3.3888], [1.6990, -0.0630, 2.6439], [1.6757, 0.0838, 1.3393], [2.8328, 0.2551, 0.6841], [2.7885, 0.3683, -0.7606], [1.5721, 0.3149, -1.3327], [1.4831, 0.2632, -2.6409], [2.6111, 0.2873, -3.4689], [3.8482, 0.4105, -2.9110], [3.9761, 0.4730, -1.5032], [6.2157, 0.5186, 1.0687], [5.0196, 0.1558, 3.2597], [2.8474, -0.1740, 4.4621], [0.7367, -0.1976, 3.1226], [0.4862, 0.1847, -3.0529], [2.4925, 0.1966, -4.5407], [4.7247, 0.4400, -3.5350], [-2.7849, 1.1933, -0.3093], [-3.1052, 1.0092, -1.3471], [-2.6507, 2.2721, -0.1866], [-3.5954, 0.8598, 0.3581], [-1.0920, 4.3706, 5.1116], [-0.9819, 3.4748, 4.0862], [-1.9116, 2.4630, 3.9726], [-1.7892, 1.5608, 2.9152], [-0.7600, 1.6086, 1.9587], [0.1593, 2.6463, 2.1740], [0.0638, 3.5939, 3.2026], [-2.7169, 2.3895, 4.6978], [-2.5504, 0.7879, 2.8358], [1.0411, 2.7135, 1.5350], [0.7892, 4.3948, 3.3318], [-3.1919, -3.8704, -2.5481], [-2.8559, -2.1160, -1.9359], [-3.7263, -1.9525, -0.2717], [-3.6214, -0.9836, -3.2232], [-1.1924, -1.7989, -1.6361], [-0.1652, -2.4057, -2.3365], [1.0935, -2.6378, -1.7235], [2.1534, -3.2264, -2.3965], [2.0217, -3.6278, -3.7251], [0.7935, -3.4329, -4.3499], [-0.2731, -2.8415, -3.6806], [-4.1386, -4.2456, -2.1409], [-2.3915, -4.5530, -2.2304], [-3.2514, -3.9169, -3.6423], [-4.5690, -1.2524, -0.3136], [-3.0458, -1.6084, 0.5080], [-4.1049, -2.9301, 0.0563], [-4.7006, -0.8540, -3.0666], [-3.4752, -1.4079, -4.2268], [-3.1542, 0.0056, -3.2033], [1.2052, -2.3850, -0.6757], [3.0937, -3.3896, -1.8729], [2.8463, -4.1001, -4.2488], [0.6604, -3.7456, -5.3810], [-1.2139, -2.6834, -4.2019], [4.0831, -6.5215, -0.7745], [2.7689, -5.4703, 0.1133], [3.1410, -4.2679, 0.6860], [2.1687, -3.4897, 1.3055], [0.8498, -3.9148, 1.3767], [0.5083, -5.1406, 0.8163], [1.4604, -5.9193, 0.1690], [-0.2233, -3.0833, 2.0455], [-0.8283, -3.5692, 2.9873], [-0.4352, -1.9346, 1.4960], [4.1703, -3.9357, 0.6407], [2.4543, -2.5399, 1.7366], [-0.5200, -5.4759, 0.8753], [1.1890, -6.8616, -0.2877], [1.7528, 4.6752, -0.5147], [0.6155, 3.9374, -1.0256], [0.5106, 3.4911, -2.2842], [1.5651, 3.8090, -3.0906], [-0.8320, 2.6477, -2.8296], [1.5487, 4.9503, 0.5148], [1.9202, 5.5917, -1.0876], [2.6738, 4.0775, -0.5293], [-0.1381, 3.6779, -0.4002], [2.4640, 4.0352, -2.6969], [1.5568, 3.3589, -3.9881]]
}